# 1
The following is a DFT calculation (ωB97M-V with the def2-TZVPD basis set) of a structure of composition C6H12N2O.

Geometry (Å):
C  1.1701  0.4393  -0.3925
C  0.0668  -0.6093  -0.1067
C  0.3078  -0.1303  -1.4933
C  -1.2068  0.4805  0.6875
C  1.4262  1.8281  0.0900
C  -0.2744  -1.9917  0.3444
N  -2.5005  0.3020  0.1304
N  1.9556  -0.6648  0.0284
O  2.7394  -0.5074  0.9990
H  -2.5775  0.6282  -0.8245
H  -2.8563  -0.6417  0.2049
H  -0.3959  0.5637  -1.9350
H  0.7717  -0.7989  -2.2093
H  -0.9754  1.5417  0.6881
H  -1.1824  0.1135  1.7112
H  1.3474  1.8796  1.1758
H  2.4749  2.0437  -0.1326
H  0.7257  2.5410  -0.3382
H  -0.1265  -2.0672  1.4213
H  -1.2992  -2.2598  0.0892
H  0.4093  -2.6901  -0.1381

Values from the calculation:
- Electronic energy: -11439.2087 eV
- HOMO level: -0.30484 Ha
- Frontier orbital gap: 0.33223 hartree

# 2
The following is a DFT calculation (ωB97M-V with the def2-TZVPD basis set) of a structure of composition C12H30CeIOP2.

Geometry (Å):
C  -1.5667  2.8487  -5.0342
I  -0.9153  2.1017  -3.0792
H  -1.7317  2.0029  -5.7158
H  -0.7929  3.5070  -5.4287
H  -2.4967  3.4066  -4.8991
Ce  -0.1719  -0.4709  -0.2369
P  2.3384  0.0547  -1.4576
C  3.4188  1.5121  -1.3583
C  3.2739  -1.3447  -0.7390
H  4.2224  -1.4816  -1.2812
H  3.2207  -0.5927  -3.6686
H  2.6908  -2.2823  -0.7898
H  1.6298  -1.3389  -3.3140
H  3.5123  1.7759  -0.2920
H  3.4804  -1.1656  0.3271
C  2.2330  -0.4190  -3.2178
H  4.4125  1.3380  -1.7948
H  1.6977  0.3705  -3.7692
H  2.9114  2.3448  -1.8695
P  -2.8144  0.1781  0.5801
C  -3.5002  1.6659  1.3660
C  -3.9583  -0.2863  -0.7613
H  -2.6955  -2.1593  1.3246
H  -4.1036  -1.2877  2.0260
H  -2.4347  -1.0419  2.6702
C  -3.0362  -1.2034  1.7624
H  -3.6138  -1.2224  -1.2328
H  -4.9894  -0.4210  -0.4027
H  -4.5359  1.5171  1.7038
H  -3.4387  2.4856  0.6355
H  -3.9310  0.4913  -1.5386
H  -2.8438  1.9138  2.2134
C  0.0706  1.8529  0.0684
O  0.1395  2.9894  0.2811
C  0.9411  -2.6139  2.1664
C  0.6971  -1.2752  2.8293
C  1.6665  -1.1337  4.0088
C  0.7195  -0.0686  1.8527
H  1.9586  -2.7381  1.7823
H  0.2421  -2.8062  1.3436
H  0.7711  -3.4363  2.8730
H  -0.2895  -1.3118  3.2954
H  2.7015  -1.0858  3.6543
H  1.4625  -0.2025  4.5609
H  1.5690  -1.9846  4.7202
H  0.1321  0.7624  2.2362
H  1.7465  0.2549  1.5994

Values from the calculation:
- Electronic energy: -54569.0133 eV
- Charge: +2
- HOMO level (alpha / beta): -0.54422 / -0.54324 Ha
- Frontier orbital gap (alpha / beta): 0.27374 / 0.27499 hartree
- Multiplicity: 2

# 3
The following is a DFT calculation (ωB97M-V with the def2-TZVPD basis set) of a structure of composition C20H35N9PS3Tc.

Geometry (Å):
Tc  -0.3553  -0.3606  -0.3640
C  -3.4937  -3.1799  3.9037
C  -3.8822  -1.7273  3.6709
N  -3.7388  -1.3171  2.2570
C  -2.5865  -1.0533  1.6743
S  -2.6688  -0.6080  -0.0557
N  -1.4769  -1.1400  2.3732
N  -0.3651  -0.8207  1.6650
C  0.7673  -0.8170  2.3000
C  0.9150  -1.1582  3.7490
C  1.8884  -0.3829  1.4714
C  3.1522  -0.2736  1.9868
C  4.2523  0.4147  1.2635
C  3.8826  1.0070  -0.0988
C  2.6394  0.3575  -0.7238
N  1.5744  -0.0777  0.1591
H  -3.6251  -3.4232  4.9584
H  -2.4473  -3.3509  3.6433
H  -4.1241  -3.8552  3.3219
H  -3.2778  -1.0576  4.2784
H  -4.9248  -1.5639  3.9269
H  -4.5723  -1.2319  1.6969
H  1.3344  -2.1617  3.8732
H  -0.0529  -1.1424  4.2342
H  1.5761  -0.4532  4.2554
H  3.3379  -0.6085  3.0015
H  4.7508  1.1260  1.9199
H  3.9582  2.0873  -0.1892
H  2.2234  0.9510  -1.5289
N  -0.7813  1.9472  -0.3186
N  -0.6492  2.5923  -1.5611
C  -0.5399  1.8810  -2.6940
N  -0.5916  2.5352  -3.8350
S  -0.3176  0.1748  -2.7019
H  -1.7507  2.0030  -0.0145
H  -0.2103  2.4391  0.3605
H  -0.9175  3.5657  -1.5997
H  -0.7450  3.5317  -3.8985
H  -0.5108  2.0243  -4.7011
C  7.0392  -0.7534  2.4645
C  6.7271  -0.2698  1.0872
C  7.5499  0.2842  0.2140
C  7.1513  0.6929  -1.1616
N  5.9465  0.5970  -1.5796
C  4.9340  0.1158  -0.7829
S  3.6708  -0.9706  -1.5183
N  5.3397  -0.4899  0.6503
C  8.1966  1.2343  -2.0827
H  8.0977  -0.6247  2.6799
H  6.7960  -1.8167  2.5739
H  6.4726  -0.2015  3.2218
H  8.5827  0.4284  0.5068
H  5.1101  -1.4814  0.7276
H  9.1579  1.3611  -1.5895
H  7.8707  2.1902  -2.4959
H  8.3226  0.5536  -2.9287
C  -1.1707  -3.7535  0.4857
P  -0.3453  -2.7452  -0.7677
C  -1.1599  -3.1592  -2.3260
C  1.2990  -3.4949  -0.8934
H  -1.1059  -4.7956  0.1688
H  -2.2206  -3.4818  0.5813
H  -0.6809  -3.6448  1.4527
H  -1.1699  -4.2440  -2.4500
H  -0.6237  -2.7158  -3.1667
H  -2.1861  -2.7906  -2.3242
H  1.1818  -4.5743  -0.9996
H  1.8851  -3.2863  0.0038
H  1.8267  -3.1134  -1.7677

Values from the calculation:
- Electronic energy: -78687.9234 eV
- Charge: +3
- HOMO level (alpha / beta): -0.59217 / -0.59453 Ha
- Frontier orbital gap (alpha / beta): 0.19437 / 0.22177 hartree
- Multiplicity: 2

# 4
The following is a DFT calculation (ωB97M-V with the def2-TZVPD basis set) of a cluster of 3 separate species, C20H33N4O3 in total.

Geometry (Å):
C  1.3807  0.4173  3.3536
C  2.2481  0.9018  2.1226
C  3.2479  2.0117  2.7133
N  3.8674  2.8486  1.6734
N  5.1306  2.6665  1.2363
C  5.4290  3.5876  0.2692
N  4.3430  4.4367  0.0380
C  3.4197  3.9306  0.9471
N  2.1698  4.4566  1.0468
O  1.5212  1.5536  1.0890
C  0.3597  0.8282  0.6578
C  -0.9143  1.6817  1.0445
C  -2.3213  1.4346  0.5957
C  -3.4167  2.3280  0.9849
C  -3.2036  3.5193  1.8223
C  -1.8413  3.7647  2.2755
C  -0.7268  2.8737  1.9002
H  0.3721  0.8933  3.4157
H  1.9871  0.5536  4.2909
H  1.2444  -0.6985  3.2478
H  2.9312  0.0951  1.7152
H  2.6252  2.6197  3.4291
H  4.0719  1.5227  3.3096
H  5.7001  1.9221  1.6428
H  6.3943  3.6432  -0.2738
H  1.3904  4.1747  0.4523
H  1.9983  5.2123  1.7023
H  0.3260  -0.2476  0.9611
H  0.3949  0.8269  -0.4739
H  -2.5815  0.5741  -0.0621
H  -4.4779  2.1463  0.6729
H  -4.0132  4.2238  2.1098
H  -1.6478  4.6717  2.8994
H  0.2726  3.1818  2.2925
C  -1.5937  -2.6432  -0.3403
C  -1.1965  -3.4480  0.8843
C  -2.1655  -2.9252  1.9274
O  -3.3515  -2.5412  1.2319
C  -3.0861  -2.5386  -0.1769
H  -1.2930  -3.1035  -1.2795
H  -1.1474  -1.6439  -0.2896
H  -1.3763  -4.5108  0.6998
H  -0.1525  -3.3257  1.1773
H  -1.7675  -2.0323  2.4254
H  -2.4081  -3.6684  2.6891
H  -3.6054  -3.3992  -0.6120
H  -3.4855  -1.6272  -0.6277
C  -1.8096  -3.4205  -5.2211
C  -0.5071  -2.9146  -5.8093
C  0.2018  -2.3711  -4.5823
O  -0.2355  -3.1591  -3.4658
C  -1.3589  -3.9555  -3.8744
H  -2.3051  -4.1738  -5.8335
H  -2.5021  -2.5854  -5.0792
H  0.0599  -3.7506  -6.2288
H  -0.6389  -2.1663  -6.5910
H  -0.0792  -1.3298  -4.3894
H  1.2888  -2.4283  -4.6664
H  -1.0227  -4.9946  -3.9526
H  -2.1435  -3.8998  -3.1169

Values from the calculation:
- Electronic energy: -33368.2123 eV
- Charge: +1
- HOMO level: -0.41198 Ha
- Frontier orbital gap: 0.28526 hartree